Entry 1:
The following is a quantum chemistry calculation of C17H33NO2 in the gas phase, from OMol25.

CARTESIAN COORDINATES (ANGSTROEM)
C: -9.173115 -0.559496 -0.236491
O: -7.793783 -0.592879 -0.576749
C: -6.980183 0.170877 0.166232
O: -7.366673 0.862993 1.070296
C: -5.545906 0.037626 -0.284446
C: -4.901800 1.416560 -0.439552
C: -3.436668 1.359293 -0.872083
C: -2.506699 0.695808 0.154283
C: -2.154301 -0.748321 -0.203929
C: -1.407547 -1.481763 0.911982
C: -0.053449 -0.879002 1.289875
C: 0.956625 -0.890197 0.144732
C: 2.336782 -0.427033 0.604512
C: 3.336867 -0.417822 -0.551827
N: 4.701058 -0.222595 -0.094648
C: 5.678108 -0.671196 -1.070318
C: 7.079802 -0.635823 -0.469145
C: 7.422623 0.781051 -0.025177
C: 6.344099 1.265908 0.935905
C: 4.970804 1.153321 0.281664
H: -9.683482 -1.178423 -0.969709
H: -9.324156 -0.954212 0.770231
H: -9.546365 0.465927 -0.270463
H: -5.518306 -0.520970 -1.220037
H: -5.017230 -0.528127 0.485040
H: -5.465045 1.984940 -1.183775
H: -4.985136 1.946648 0.510962
H: -3.109240 2.386580 -1.044349
H: -3.362032 0.831788 -1.825441
H: -1.582646 1.271466 0.219822
H: -2.975116 0.722714 1.140264
H: -1.552534 -0.755539 -1.114452
H: -3.068467 -1.304560 -0.419287
H: -1.252966 -2.518315 0.601380
H: -2.039400 -1.497506 1.803993
H: -0.189866 0.143541 1.645398
H: 0.356065 -1.458766 2.120970
H: 1.030198 -1.902374 -0.260283
H: 0.614907 -0.234258 -0.658112
H: 2.248430 0.570680 1.037444
H: 2.715531 -1.095225 1.379512
H: 3.292235 -1.392579 -1.046006
H: 3.041241 0.345554 -1.295449
H: 5.430742 -1.696539 -1.358284
H: 5.654716 -0.045383 -1.983376
H: 7.106327 -1.302047 0.394405
H: 7.801067 -0.994738 -1.205716
H: 8.402029 0.803836 0.456329
H: 7.459247 1.439265 -0.897109
H: 6.354749 0.647118 1.834403
H: 6.524906 2.302242 1.227394
H: 4.206163 1.477472 0.989230
H: 4.926795 1.822470 -0.600034

Cartesian forces (eV/Å) of the 3 atoms listed first:
C -0.27 0.15 0.23
O 0.14 -0.20 -0.27
C 0.18 -0.09 -0.02

Its energy above the lowest of the compared OMol25 structures with the same formula, charge and spin is 19.0 kJ/mol. As for the molar mass: 283.46 u. The highest occupied orbital energy comes out at -8.505 eV. The value obtained for the LUMO energy is 0.9 eV. Its SMILES is COC(=O)CCCCCCCCCCN1CCCCC1. The HOMO-LUMO gap comes out at 9.43 eV.


Entry 2:
The following is a quantum chemistry calculation of 3 unconnected molecules or ions with the total composition C5H12O2 in a non-equilibrium geometry, from OMol25.

CARTESIAN COORDINATES (ANGSTROEM)
C: -0.646665 -0.151372 0.409431
C: -0.427069 -1.003936 -0.590429
C: -1.580860 -1.459174 -1.384798
C: -2.644942 -0.683119 -1.621597
C: -1.585163 -2.917753 -1.791184
H: 0.094068 0.463015 0.900264
H: -1.671932 0.111909 0.626162
H: 0.509681 -1.513464 -0.780228
H: -3.609948 -1.110740 -1.862754
H: -2.577226 0.386292 -1.798527
H: -2.593597 -3.190483 -2.075202
H: -1.294883 -3.546320 -0.943559
H: -0.870983 -3.125507 -2.588849
O: 2.144480 4.057376 4.549903
H: 1.736101 4.442514 5.330422
H: 3.084938 4.248023 4.648512
O: 3.945114 1.982639 -0.600396
H: 4.493853 1.884851 0.190377
H: 3.495026 1.125240 -0.617541

Cartesian forces (eV/Å) of the 3 atoms listed first:
C 0.04 0.74 -0.42
C -0.50 -0.06 -0.40
C -0.08 -0.78 0.35

Its energy above the lowest of the compared OMol25 structures with the same formula, charge and spin is 237.3 kJ/mol. As for the molar mass: 104.15 u. The highest occupied orbital energy comes out at -8.750 eV. The value obtained for the LUMO energy is 0.7 eV. Its SMILES is C=CC(=C)C.O.O. The HOMO-LUMO gap comes out at 9.45 eV.


Entry 3:
The following is a quantum chemistry calculation of 2 unconnected molecules or ions with the total composition C9H14 in a non-equilibrium geometry, from OMol25.

CARTESIAN COORDINATES (ANGSTROEM)
C: -0.334288 -2.580060 0.569480
C: 0.723078 -1.543951 0.223736
C: 0.666529 -0.741251 -0.902661
C: 1.704295 0.178643 -1.068165
C: 2.627586 0.452094 -0.069095
C: 2.663357 -0.375873 1.046525
C: 1.702319 -1.383236 1.206416
H: -0.100116 -3.154304 1.457704
H: -0.701871 -3.233026 -0.213954
H: -1.234295 -2.022577 0.899054
H: -0.152784 -0.896583 -1.588819
H: 1.740781 0.687144 -2.025917
H: 3.419198 1.161279 -0.268504
H: 3.418996 -0.307956 1.818738
H: 1.591917 -1.814150 2.189514
C: -1.966252 1.407250 -0.917618
C: -2.522791 2.457048 0.039099
H: -2.632846 1.122329 -1.722510
H: -1.027181 1.775804 -1.343752
H: -1.592307 0.601737 -0.282097
H: -1.722103 2.992832 0.555875
H: -3.110553 2.031312 0.854365
H: -3.160659 3.185493 -0.457425

Cartesian forces (eV/Å) of the 3 atoms listed first:
C -1.26 1.14 0.32
C -0.66 -1.32 1.28
C 1.10 -0.47 0.65

Its energy above the lowest of the compared OMol25 structures with the same formula, charge and spin is 58.2 kJ/mol. As for the molar mass: 122.21 u. The highest occupied orbital energy comes out at -9.051 eV. The value obtained for the LUMO energy is 1.0 eV. Its SMILES is Cc1ccccc1.CC. The HOMO-LUMO gap comes out at 10.08 eV.


Entry 4:
The following is a quantum chemistry calculation of C23H29N3O4 in the gas phase, from OMol25.

CARTESIAN COORDINATES (ANGSTROEM)
C: 1.959672 2.431317 -0.687276
O: 0.606391 2.670259 -0.403869
C: 0.210242 2.174048 0.857076
C: -1.297583 2.358372 0.979097
C: -1.809820 1.838319 2.312471
O: -1.058429 1.479292 3.197555
N: -3.158756 1.844942 2.477834
C: -4.117506 2.082453 1.426277
C: -4.438943 0.761861 0.705949
C: -4.288413 -0.418839 1.685279
O: -2.948473 -0.850584 1.836925
C: -2.206049 -1.281228 0.786600
C: -0.833278 -1.357909 1.036782
C: 0.041720 -1.745393 0.047578
C: -0.431106 -2.065996 -1.224832
C: 0.446386 -2.432325 -2.373611
O: 0.011443 -2.957071 -3.385502
N: 1.754223 -2.134087 -2.214758
C: 2.722967 -2.271595 -3.270205
C: 3.540290 -0.977963 -3.406631
C: 4.374449 -0.740214 -2.180380
C: 5.765075 -0.729890 -2.231464
C: 6.480455 -0.521350 -1.064696
C: 5.789018 -0.336472 0.122517
C: 4.405741 -0.371582 0.078663
N: 3.719344 -0.562045 -1.035100
C: -1.803333 -2.039713 -1.449368
C: -2.691619 -1.655133 -0.462574
C: -4.710437 0.034336 3.087716
C: -3.732524 1.111578 3.591780
H: 2.175703 1.356859 -0.734381
H: 2.159019 2.884375 -1.656777
H: 2.612431 2.888541 0.067438
H: 0.727926 2.711135 1.664834
H: 0.460140 1.107210 0.942713
H: -1.532025 3.420414 0.879828
H: -1.766641 1.822168 0.153765
H: -3.751026 2.831234 0.725878
H: -5.020123 2.481464 1.899588
H: -5.457366 0.784247 0.317256
H: -3.759093 0.618868 -0.134293
H: -4.915634 -1.259692 1.351908
H: -0.487431 -1.089375 2.022984
H: 1.093976 -1.804828 0.283036
H: 2.083853 -1.589067 -1.426127
H: 2.180169 -2.488461 -4.194425
H: 3.397209 -3.111464 -3.056610
H: 4.181986 -1.042630 -4.285268
H: 2.846498 -0.144605 -3.536916
H: 6.274399 -0.882095 -3.170832
H: 7.560610 -0.505812 -1.080272
H: 6.306972 -0.172483 1.053937
H: 3.811796 -0.239075 0.974261
H: -2.163279 -2.322921 -2.427227
H: -3.751052 -1.654415 -0.671117
H: -5.730643 0.416381 3.038233
H: -4.693562 -0.815550 3.768198
H: -2.898469 0.655269 4.126861
H: -4.247488 1.806919 4.263695

Cartesian forces (eV/Å) of the 3 atoms listed first:
C 0.05 -0.08 0.03
O -0.38 0.11 0.01
C -0.06 -0.02 0.16

Its energy above the lowest of the compared OMol25 structures with the same formula, charge and spin is 125.4 kJ/mol. As for the molar mass: 411.50 u. The highest occupied orbital energy comes out at -8.456 eV. The value obtained for the LUMO energy is 0.7 eV. Its SMILES is COCCC(=O)N1CCC(Oc2ccc(C(=O)NCCc3ccccn3)cc2)CC1. The HOMO-LUMO gap comes out at 9.14 eV.


Entry 5:
The following is a quantum chemistry calculation of a molecular structure, C45H53FN8O4SiW in a non-equilibrium geometry, from OMol25.

CARTESIAN COORDINATES (ANGSTROEM)
W: -0.497078 0.076343 -0.002348
C: 2.376727 1.342073 3.472746
C: 1.041660 1.979228 3.750830
C: 0.800833 2.320403 5.075376
C: -0.347561 2.985150 5.452204
C: -1.220955 3.380757 4.459021
C: -1.003223 3.068930 3.127702
C: -1.903471 3.676674 2.105757
C: 0.091460 2.270446 2.745120
N: 0.305853 1.812486 1.428673
C: 1.326463 2.434428 0.805039
O: 1.789084 3.537242 1.135821
C: 2.000493 1.609354 -0.243561
C: 3.289208 1.930582 -0.634091
C: 4.022434 1.002499 -1.398733
C: 3.456663 -0.206405 -1.698413
C: 2.120913 -0.476681 -1.296411
N: 1.386347 0.469975 -0.597955
C: 1.451787 -1.682108 -1.499643
O: 2.144806 -2.740915 -2.039557
N: 0.151621 -1.777445 -1.118216
C: -0.642908 -2.682138 -1.806893
C: -1.631753 -3.441519 -1.135824
C: -1.945862 -3.162974 0.294404
C: -2.319307 -4.436246 -1.807201
C: -2.074872 -4.709215 -3.141897
C: -1.191016 -3.900585 -3.831875
C: -0.500655 -2.878898 -3.205248
C: 0.326478 -1.968618 -4.064314
H: 2.354814 0.283217 3.746609
H: 3.142558 1.832701 4.079824
H: 2.661043 1.453467 2.429320
H: 1.548339 2.068337 5.821345
H: -0.529259 3.237917 6.489411
H: -2.087569 3.976897 4.715168
H: -2.500083 4.475742 2.545093
H: -2.577196 2.929369 1.700350
H: -1.301954 4.086285 1.298493
H: 3.721304 2.860166 -0.294136
H: 5.033631 1.242154 -1.710639
H: 3.996934 -0.975483 -2.234078
H: -1.139966 -3.469686 0.958160
H: -2.849550 -3.688471 0.602727
H: -2.077785 -2.078358 0.433562
H: -3.059459 -5.018744 -1.270986
H: -2.582020 -5.520748 -3.644309
H: -1.044893 -4.049710 -4.894741
H: -0.102375 -1.924804 -5.065231
H: 1.358540 -2.310865 -4.142881
H: 0.327951 -0.965624 -3.647118
N: 2.672936 -1.093463 1.272664
C: 2.220830 -2.415613 1.628221
C: 3.066218 -3.058672 2.742237
C: 2.804632 -4.548955 2.934849
C: 3.369057 -5.457471 1.829052
N: 2.852944 -5.313565 0.489814
C: 1.571274 -5.565860 0.086967
N: 1.243617 -5.172930 -1.082261
N: 0.780574 -6.350065 0.917292
C: 0.708477 -2.320172 2.018893
O: 0.199014 -3.303921 2.579191
O: 0.133858 -1.245443 1.741049
H: 3.660398 -0.943188 1.431873
H: 2.127082 -0.398698 1.767147
H: 2.264075 -3.037207 0.726143
H: 2.828987 -2.546003 3.680581
H: 4.129632 -2.886384 2.530132
H: 1.724238 -4.650572 3.039858
H: 3.270931 -4.874976 3.870762
H: 3.232199 -6.502701 2.136278
H: 4.446552 -5.279851 1.757932
H: 3.296065 -4.615229 -0.090070
H: 1.682089 -3.590493 -1.840352
H: 0.296571 -5.402327 -1.357200
H: 0.912030 -6.175009 1.902496
H: -0.195960 -6.285658 0.662164
C: -4.281548 1.206836 3.198945
Si: -3.151262 -0.187004 2.479450
C: -1.822046 -0.526722 3.796817
C: -4.368498 -1.704622 2.552216
N: -2.561811 0.302301 0.936896
C: -3.454595 0.939809 0.110908
C: -4.760100 0.458853 -0.100217
C: -5.719202 1.174052 -0.787321
C: -5.423427 2.414120 -1.326721
C: -4.126085 2.890060 -1.217564
C: -3.175104 2.158700 -0.542388
F: -1.922361 2.701953 -0.474378
H: -4.931359 0.824937 3.981077
H: -4.913263 1.622537 2.419098
H: -3.704070 2.019523 3.623315
H: -2.265963 -0.564852 4.789153
H: -1.071389 0.255289 3.802043
H: -1.319805 -1.469928 3.619627
H: -4.351993 -2.166439 3.536124
H: -4.116444 -2.475561 1.833521
H: -5.393915 -1.397166 2.358191
H: -4.997967 -0.511003 0.304811
H: -6.711404 0.758849 -0.909049
H: -6.178578 2.997158 -1.833023
H: -3.848354 3.840846 -1.644085
C: -1.240218 0.523354 -1.724618
C: -1.577308 0.785014 -3.033566
C: -0.567021 1.238411 -3.934687
C: -0.825907 1.460966 -5.261933
C: -2.107602 1.286750 -5.779640
C: -3.121463 0.878181 -4.917689
C: -2.876018 0.620281 -3.591748
H: 0.427016 1.388829 -3.533828
H: -0.022189 1.779391 -5.919075
H: -2.314831 1.471056 -6.828204
H: -4.127919 0.759800 -5.306760
H: -3.675827 0.293828 -2.941386

Cartesian forces (eV/Å) of the 3 atoms listed first:
W -3.64 0.08 -3.23
C -0.16 -0.02 -0.07
C 0.05 0.03 -0.09

Its net charge is -2. As for the molar mass: 1000.89 u. The highest occupied orbital energy (spin up / spin down) comes out at -0.325 / -1.202 eV. The value obtained for the LUMO energy (spin up / spin down) is 4.3 / 4.3 eV. Its multiplicity is 3. The HOMO-LUMO gap (spin up / spin down) comes out at 4.66 / 5.53 eV.


Entry 6:
The following is a quantum chemistry calculation of a molecular structure, C26H32BF4LiO10 in a non-equilibrium geometry, from OMol25.

CARTESIAN COORDINATES (ANGSTROEM)
Li: 21.944000 42.978000 16.053000
B: 21.000000 40.025000 14.629000
F: 22.058000 39.173000 14.529000
F: 19.714000 39.493000 14.782000
F: 21.266000 40.949000 15.700000
F: 20.863000 40.763000 13.324000
C: 21.403000 45.048000 14.180000
O: 21.700000 43.658000 14.114000
H: 22.380000 45.331000 14.444000
H: 20.698000 45.213000 15.168000
H: 20.902000 45.524000 13.365000
H: 21.447000 43.531000 13.304000
C: 20.146000 36.864000 17.129000
O: 21.077000 37.860000 17.262000
H: 19.424000 36.791000 17.897000
H: 20.448000 36.001000 16.948000
H: 19.630000 37.248000 16.156000
H: 21.142000 38.571000 16.563000
C: 17.853000 38.017000 10.706000
C: 18.530000 39.217000 11.042000
C: 17.728000 40.396000 11.309000
C: 16.362000 40.347000 11.103000
C: 15.736000 39.172000 10.875000
C: 16.444000 37.989000 10.585000
O: 15.797000 36.838000 10.076000
O: 18.437000 41.503000 11.630000
H: 18.440000 37.047000 10.532000
H: 19.734000 39.088000 10.989000
H: 15.760000 41.238000 11.235000
H: 14.720000 39.267000 10.811000
H: 14.861000 36.811000 10.016000
H: 19.094000 41.224000 12.203000
C: 26.190000 39.388000 16.929000
C: 25.158000 39.664000 15.943000
C: 25.301000 40.593000 15.060000
C: 26.409000 41.492000 14.957000
C: 27.363000 41.351000 15.988000
C: 27.248000 40.283000 16.964000
O: 28.212000 40.011000 17.815000
O: 24.229000 40.776000 14.178000
H: 25.877000 38.512000 17.681000
H: 24.443000 38.974000 15.935000
H: 26.410000 42.319000 14.563000
H: 28.158000 42.030000 16.047000
H: 27.942000 39.301000 18.406000
H: 23.477000 40.147000 14.107000
C: 21.169000 33.365000 14.287000
C: 21.388000 34.721000 14.024000
C: 20.753000 35.230000 12.830000
C: 19.910000 34.514000 11.938000
C: 19.608000 33.166000 12.329000
C: 20.362000 32.566000 13.397000
O: 20.122000 31.240000 13.664000
O: 21.036000 36.513000 12.523000
H: 21.620000 32.975000 15.154000
H: 22.169000 35.109000 14.606000
H: 19.469000 34.893000 11.111000
H: 18.863000 32.559000 11.869000
H: 20.490000 30.620000 14.396000
H: 21.875000 36.823000 12.895000
C: 14.893000 38.918000 15.868000
C: 13.883000 38.081000 15.365000
C: 14.252000 37.219000 14.292000
C: 15.539000 37.126000 13.882000
C: 16.575000 37.940000 14.427000
C: 16.141000 38.913000 15.377000
O: 17.131000 39.839000 15.759000
O: 13.308000 36.460000 13.674000
H: 14.750000 39.780000 16.557000
H: 12.902000 38.284000 15.612000
H: 15.941000 36.441000 13.152000
H: 17.578000 38.088000 14.052000
H: 17.877000 39.704000 15.296000
H: 12.499000 37.050000 13.779000

Cartesian forces (eV/Å) of the 3 atoms listed first:
Li -0.31 -1.08 -1.07
B -1.88 2.04 -2.45
F 0.08 -0.85 0.16

Its energy above the lowest of the compared OMol25 structures with the same formula, charge and spin is 73.4 kJ/mol. As for the molar mass: 598.28 u. The highest occupied orbital energy comes out at -7.409 eV. The value obtained for the LUMO energy is -1.5 eV. The HOMO-LUMO gap comes out at 5.94 eV.


Calculated electronic energy (eV), listed in the same order as above: -23750.2453; -9472.6762; -9559.5779; -36982.7635; -80060.7413; -59706.0316